C18H21ClN2S2 in the gas phase, computed with ωB97M-V with the def2-TZVPD basis set.

The geometry in XYZ format:
```
44
Properties=species:S:1:pos:R:3:forces:R:3:mulliken_charge:R:1
C -0.601482 -2.479332 0.261891 -0.014 -0.039 0.070 -1.57
C -1.608724 -1.388671 0.452721 0.043 -0.036 0.097 -0.13
C -2.926940 -1.553525 0.030873 -0.014 0.295 0.081 0.49
Cl -3.368693 -2.987105 -0.836983 -0.095 -0.143 -0.117 -0.23
C -3.912758 -0.615869 0.284971 -0.016 -0.038 -0.014 -0.80
C -3.591251 0.525317 0.998553 0.048 -0.116 0.069 -0.54
C -2.290146 0.738821 1.403147 0.097 -0.129 0.037 -0.52
C -1.292994 -0.189183 1.106760 -0.628 -0.124 -0.241 0.85
N 0.004620 0.096172 1.542465 0.064 0.013 0.146 0.22
C 1.225832 -0.115728 0.964711 -0.051 0.104 0.155 -0.57
S 2.510612 -0.172536 2.014770 0.482 0.012 0.491 -0.30
N 1.325198 -0.184875 -0.383581 -0.486 0.115 0.322 0.63
C 0.352370 0.491888 -1.227498 -0.280 0.031 -0.289 -1.27
C 0.005873 1.870746 -0.758040 -0.384 0.285 -0.307 0.40
C 0.723101 2.739865 0.001310 0.012 -0.172 -0.172 -0.06
C 0.059021 3.971988 0.205766 -0.104 0.126 0.013 -0.77
C -1.147092 4.023370 -0.408864 -0.257 -0.220 -0.262 -0.46
S -1.505930 2.565321 -1.249861 0.568 0.177 0.255 -0.12
C 2.533455 -0.671745 -1.040584 0.430 -0.233 0.046 -0.64
C 2.994693 -2.063056 -0.580312 -0.037 -0.146 -0.189 -0.56
C 4.483121 -2.062240 -0.909861 -0.046 0.003 0.120 -0.85
C 4.922696 -0.666583 -0.474438 0.112 0.055 -0.112 -0.64
C 3.770983 0.247893 -0.903396 0.078 0.144 -0.048 -0.70
H 0.196825 -2.399884 0.994982 0.067 -0.020 0.016 0.30
H -1.084537 -3.447359 0.375160 0.049 -0.027 -0.011 0.68
H -0.157249 -2.445099 -0.732639 0.067 -0.042 -0.087 0.25
H -4.919493 -0.788348 -0.059573 -0.089 -0.046 -0.046 0.45
H -4.354906 1.252900 1.223238 -0.076 0.083 0.015 0.40
H -2.023443 1.635699 1.942252 0.066 0.145 -0.015 0.42
H 0.079659 0.446723 2.488812 0.132 -0.118 -0.167 0.29
H -0.572248 -0.091324 -1.322970 0.128 0.027 -0.115 0.30
H 0.787228 0.570003 -2.229468 -0.032 -0.111 0.178 0.64
H 1.689355 2.517218 0.416718 0.202 -0.148 0.096 0.43
H 0.470792 4.778436 0.785266 0.036 0.167 0.096 0.43
H -1.855319 4.827205 -0.430006 -0.116 0.216 0.029 0.49
H 2.275033 -0.751997 -2.100325 -0.041 0.014 0.147 0.60
H 2.445657 -2.859377 -1.081838 -0.069 -0.034 -0.026 0.39
H 2.863576 -2.169644 0.494303 -0.034 -0.040 -0.057 0.33
H 5.022343 -2.850890 -0.388795 0.046 -0.085 -0.056 0.40
H 4.631405 -2.189970 -1.984221 0.053 -0.052 -0.064 0.31
H 5.872259 -0.368492 -0.915493 0.073 0.021 0.025 0.40
H 5.020199 -0.643736 0.610487 0.026 0.028 -0.002 0.23
H 3.594704 1.026360 -0.164985 -0.020 0.045 -0.042 0.04
H 3.984832 0.730266 -1.857409 0.011 0.014 -0.065 0.38
```
Positions in Å, forces in eV/Å.

Output
Structure (SMILES) = Cc1c(Cl)cccc1NC(=S)N(Cc1cccs1)C1CCCC1
E_tot = -2064.5936 Eh
Energy above the lowest of the compared OMol25 structures with the same formula, charge and spin = 15.75 kcal/mol
Charge = 0